(1)
C20H57N5O7Sr as an isolated structure at a distorted geometry, computed with ωB97M-V with the def2-TZVPD basis set.

Last column: Löwdin charge in e.
Cartesian coordinates (Å):
1 Sr -1.8532 -2.8096 3.0041  1.433
2 O -0.3033 -1.8935 4.6156  -0.071
3 H 0.0953 -1.7164 5.4898  0.072
4 O -0.5803 -3.5341 1.1041  -0.564
5 H -0.4203 -3.1546 0.2181  -0.059
6 C 0.7155 -6.6274 5.1442  -0.040
7 C 0.1834 -6.4027 3.7051  -0.392
8 C -0.6727 -7.5399 3.1255  -0.152
9 O -0.0141 -8.8304 3.1875  -0.174
10 C -0.6677 -9.8343 2.5474  -0.154
11 N -0.3617 -5.0507 3.6202  -0.016
12 H 1.4594 -5.8994 5.4675  0.074
13 H 1.1701 -7.6114 5.2592  0.082
14 H -0.0787 -6.5313 5.8846  0.065
15 H 1.0657 -6.3445 3.0677  0.141
16 H -0.9492 -7.3613 2.0864  0.127
17 H -1.6485 -7.5637 3.6106  0.096
18 H -0.1507 -10.7153 2.9277  0.097
19 H -0.4044 -9.8213 1.4898  0.090
20 H -1.7484 -9.9182 2.6622  0.093
21 H -0.1915 -4.7934 2.6585  0.009
22 H 0.2610 -4.4969 4.1910  0.054
23 C -3.4901 -6.1722 5.0707  -0.075
24 C -4.0016 -4.8671 5.5523  -0.395
25 C -4.2362 -4.8516 7.0808  -0.150
26 O -4.7291 -3.5570 7.4519  -0.216
27 C -5.1282 -3.2302 8.7757  -0.097
28 N -2.9841 -3.8346 5.1718  -0.022
29 H -2.4647 -6.4057 5.3570  0.069
30 H -3.5389 -6.2247 3.9831  0.077
31 H -4.1482 -6.9511 5.4559  0.095
32 H -4.8690 -4.6579 4.9263  0.144
33 H -3.3369 -5.1593 7.6144  0.134
34 H -5.0248 -5.5599 7.3348  0.130
35 H -5.8227 -3.9071 9.2732  0.086
36 H -5.4740 -2.2141 8.9657  0.085
37 H -4.2953 -3.3837 9.4618  0.084
38 H -3.4747 -3.0182 5.5080  0.018
39 H -2.1844 -4.0211 5.7598  0.075
40 C -3.8364 -0.6213 6.5866  -0.043
41 C -4.4661 -0.6271 5.1754  -0.392
42 C -5.0916 0.6707 4.7602  -0.210
43 O -5.9153 0.5237 3.6406  -0.181
44 C -6.1214 1.6457 2.8592  -0.104
45 N -3.3218 -0.8861 4.3226  -0.008
46 H -3.1213 0.1945 6.6917  0.087
47 H -3.3722 -1.5798 6.8184  0.059
48 H -4.5298 -0.4231 7.4039  0.081
49 H -5.2483 -1.3863 5.1750  0.152
50 H -4.3029 1.3978 4.5671  0.131
51 H -5.6849 1.0880 5.5739  0.139
52 H -6.4983 1.3161 1.8910  0.094
53 H -5.1287 2.0778 2.7333  0.079
54 H -6.7660 2.4203 3.2745  0.096
55 H -3.5661 -0.4126 3.4646  0.037
56 H -2.5680 -0.2503 4.5411  0.081
57 C 0.4002 -0.1170 -0.7422  -0.047
58 C 1.0224 -0.0450 0.6722  -0.384
59 C 1.1323 1.4122 1.1269  -0.234
60 O 1.6535 1.5431 2.3968  -0.186
61 C 3.0295 1.1316 2.6791  -0.060
62 N 0.1424 -0.8076 1.5841  0.046
63 H -0.5573 0.3848 -0.8817  0.057
64 H 0.1012 -1.1398 -0.9714  0.067
65 H 1.0673 0.1880 -1.5484  0.083
66 H 2.0038 -0.5186 0.6456  0.131
67 H 0.1683 1.9175 1.1854  0.126
68 H 1.6317 1.9852 0.3457  0.128
69 H 3.2515 0.0741 2.5357  0.075
70 H 3.2528 1.2601 3.7382  0.083
71 H 3.7274 1.7289 2.0923  0.091
72 H 0.0990 -1.7960 1.3813  -0.005
73 H 0.4474 -0.5857 2.5210  0.047
74 C -5.6853 -2.2801 1.7569  -0.042
75 C -4.6087 -2.8591 0.8717  -0.413
76 C -3.5879 -1.8407 0.3173  -0.129
77 O -3.0221 -1.0714 1.4245  -0.331
78 C -2.8462 0.3266 1.1241  -0.077
79 N -3.9678 -3.7916 1.7447  -0.032
80 H -5.2083 -1.7314 2.5690  0.053
81 H -6.3170 -3.0483 2.2029  0.088
82 H -6.4130 -1.5348 1.4361  0.089
83 H -5.0503 -3.4083 0.0401  0.149
84 H -3.9654 -1.2630 -0.5264  0.138
85 H -2.7633 -2.3999 -0.1248  0.112
86 H -3.8072 0.7683 0.8605  0.090
87 H -2.1857 0.5209 0.2791  0.068
88 H -2.4602 0.9031 1.9648  0.090
89 H -3.4507 -4.4205 1.1471  0.090
90 H -4.6858 -4.4353 2.0451  0.089

Cartesian forces, eV/Å:
-0.57 -0.50 -1.19
0.59 0.45 0.86
0.04 0.01 -0.15
-0.26 0.45 -0.26
-0.12 -0.70 0.66
-0.56 -0.49 -0.19
1.99 -0.75 0.52
-0.37 -0.45 -0.04
0.16 3.52 1.77
0.63 -1.78 -1.08
-1.06 -0.24 -0.05
0.17 0.19 -0.48
-0.12 0.00 -0.09
-0.31 -0.19 -0.01
0.35 -0.63 -0.04
0.38 0.40 -0.38
-0.05 -0.34 0.53
-0.56 -0.44 0.00
-0.40 0.10 -0.46
-0.10 0.23 0.32
0.07 0.60 -0.65
0.19 0.24 0.00
-0.25 -1.41 -0.05
1.28 0.62 -0.05
-1.65 0.39 -0.12
-0.11 0.88 -0.61
1.12 -1.44 1.34
-1.54 -0.37 0.30
-0.02 0.16 0.20
0.08 0.08 -0.01
0.11 -0.33 -0.05
-0.46 0.32 0.66
0.32 0.24 0.10
0.01 -0.40 -0.04
-0.77 -0.27 -0.81
0.02 0.01 -1.02
0.66 0.34 -0.02
0.66 0.71 0.15
0.32 0.20 0.27
-0.80 0.68 0.48
0.77 0.19 1.94
-0.78 1.10 0.94
-0.26 -1.78 0.26
0.88 0.63 -0.51
0.21 -0.10 -1.85
0.35 -0.03 -0.27
0.07 0.16 -0.13
-0.38 -0.17 -0.17
0.25 -0.42 -0.51
0.29 0.25 -0.15
-0.12 0.06 0.32
-0.09 0.08 0.09
0.06 0.59 -0.50
-0.25 -0.16 0.28
-0.32 -0.69 -1.04
0.33 0.18 1.12
0.01 -0.57 -0.13
-1.55 -0.12 -0.75
-0.19 -0.56 -0.91
1.66 -0.28 2.06
-0.67 0.28 -0.40
0.12 1.68 0.18
0.22 0.61 0.40
0.38 -0.35 0.07
0.11 0.15 0.16
0.29 0.20 -0.16
-0.40 -0.43 0.02
0.76 0.05 -0.01
-0.41 -0.19 -0.57
-0.47 0.56 -0.03
0.02 0.00 -0.06
0.35 -0.53 0.06
0.07 -0.33 0.32
-0.79 1.27 0.80
-1.06 1.43 -0.68
0.39 -0.65 0.59
-0.42 0.53 -1.01
-0.50 0.09 -0.48
1.04 -1.70 0.12
0.13 -0.31 0.22
0.20 -0.28 -0.01
0.23 -0.05 -1.01
-0.06 0.29 -0.43
-0.40 0.54 0.51
0.23 -0.20 0.09
-0.27 -0.08 0.04
0.16 -0.41 0.13
0.14 -0.53 0.25
0.92 -0.16 -0.21
-0.29 0.07 0.69

⟨S²⟩: 0.754
Net charge: +1
HOMO-LUMO gap (spin up / spin down): 8.719 / 4.355 eV
HOMO energy (spin up / spin down): -11.21 / -11.13 eV
LUMO energy (spin up / spin down): -2.49 / -6.77 eV
Spin multiplicity: 2

***

(2)
A 2-piece molecular cluster, C4H9N3 overall at a distorted geometry, computed with ωB97M-V with the def2-TZVPD basis set.

Last column: Löwdin charge in e.
Cartesian coordinates (Å):
1 C -1.5313 -2.2032 0.4849  -0.271
2 C 0.2963 -0.0213 1.5932  -0.104
3 C -0.1940 1.5058 -0.2500  -0.087
4 C 0.6758 0.3376 0.1680  -0.532
5 N -2.5040 -2.7624 0.5180  -0.103
6 N 0.2649 -0.6986 -1.9216  0.097
7 N 0.6683 -0.8163 -0.6131  0.032
8 H 0.4862 -1.0664 1.7862  0.053
9 H 0.8297 0.6238 2.2976  0.085
10 H -0.8138 0.0697 1.6547  0.078
11 H -0.1021 2.3354 0.4641  0.085
12 H -1.2088 1.1511 -0.1925  0.075
13 H 0.0454 2.0196 -1.3603  0.133
14 H 1.8624 0.6037 0.0051  0.218
15 H 0.8364 -1.3972 -2.4495  0.138
16 H 0.3887 0.3186 -2.1849  0.104

Cartesian forces, eV/Å:
4.92 3.05 -0.68
-0.15 0.11 0.32
0.95 1.83 -2.66
1.66 1.57 0.01
-4.29 -2.49 0.21
2.95 1.08 2.59
-1.65 -2.08 -3.04
0.34 -0.16 0.12
-0.33 -0.08 0.02
0.85 0.12 0.20
0.16 -0.31 -0.21
-0.57 0.02 -0.41
-0.68 -1.44 2.85
-2.36 -0.49 0.81
-1.12 0.78 0.23
-0.69 -1.52 -0.37

Energy relative to the best compared isomer or geometry (same formula, charge and spin): 146.2 kcal per mole
HOMO-LUMO gap (spin up / spin down): 8.212 / 6.021 eV
HOMO energy (spin up / spin down): -9.80 / -8.59 eV
LUMO energy (spin up / spin down): -1.59 / -2.57 eV